Record 1
8
Properties=species:S:1:pos:R:3 method="wB97M-V/def2-TZVPD" gap_ev=11.9527 lumo_energy_ev=0.48
Cl -1.492 0.009 2.036
Cl 1.633 1.179 1.407
Si 0.110 0.052 0.827
F 0.475 -1.695 1.079
C -0.217 0.172 -1.128
H -1.178 0.443 -1.313
H 0.621 0.705 -1.520
H 0.050 -0.865 -1.389


Record 2
68
Properties=species:S:1:pos:R:3 method="wB97M-V/def2-TZVPD" s_squared=6.025 gap_ev="5.9850 / 4.8015" total_charge=-1 lumo_energy_ev="2.38 / 0.85" spin_multiplicity=5
Co 0.786 0.589 -0.074
Cl -2.488 2.130 -4.434
Cl -1.018 2.776 -6.986
F 4.100 -2.110 -1.151
F -1.643 3.649 2.017
F 4.244 -3.275 0.633
F 5.074 -0.258 0.582
F 3.639 0.567 2.051
F -3.645 2.301 -0.978
F 4.755 -1.253 2.483
F -3.564 2.675 1.800
F -1.774 1.928 -1.931
F -2.063 3.723 -0.787
F -1.887 1.691 2.836
F 2.360 -3.237 -0.557
O -0.412 1.899 0.383
O 2.272 -0.465 -0.119
N -0.092 -0.596 0.901
N 1.627 1.905 -1.525
C 1.872 -1.942 1.771
C -0.305 -2.055 2.869
C -5.711 -1.368 0.198
C 2.295 1.441 -2.629
C -1.745 1.724 0.507
C 2.914 2.539 -3.294
C -2.282 0.323 0.564
C 2.450 3.675 -2.743
C -2.324 2.391 -0.787
C 0.467 -1.576 1.776
C 2.124 0.070 -3.129
C 2.878 -1.341 0.796
C -3.356 -2.254 0.425
C -1.450 -0.819 0.542
C 2.288 -2.862 2.734
C 1.492 -3.229 3.818
C 3.417 -2.492 -0.073
C -4.221 -1.141 0.418
C 4.108 -0.584 1.452
C -2.375 1.797 -6.133
C 1.069 4.238 -0.610
C -1.985 -2.075 0.281
C 2.072 -4.052 4.912
C -3.673 0.133 0.532
C 0.175 -2.811 3.913
C -2.229 2.469 1.780
C 1.667 3.279 -1.618
H 0.203 4.773 -1.109
H 3.002 -0.541 -2.888
H 3.246 -3.415 2.699
H 1.316 -0.511 -2.728
H -3.319 2.040 -6.601
H -0.465 -3.154 4.647
H -1.303 -2.908 0.055
H 1.573 -3.861 5.883
H -6.045 -1.898 1.118
H 3.086 -3.767 4.941
H 1.889 -5.083 4.690
H 3.604 2.538 -4.141
H 1.843 0.155 -4.185
H 1.791 4.998 -0.341
H -2.058 0.713 -6.313
H -1.350 -1.749 2.995
H -4.384 0.970 0.614
H -3.736 -3.225 0.394
H -5.928 -2.117 -0.562
H 2.832 4.689 -2.913
H -6.337 -0.469 0.036
H 0.641 3.704 0.294